# 1
Here is C28H55InN7O6S2 as an isolated structure from the Open Molecules 2025 dataset. Energies are from ωB97M-V with the def2-TZVPD basis set.

E_LUMO	1.94	eV
net charge	-1
calculated total energy	-79488.10709	eV
frontier orbital gap	6.79	eV

Last column: Mulliken charge in e.
Positions of all 99 atoms, in Å:
S: -3.42431 -2.79789 2.33961  -0.27
C: -2.84203 -4.13104 1.57867  0.10
S: -1.22378 -4.60423 1.88986  -0.18
C: -0.70447 -5.69235 0.53620  -0.84
C: -1.19731 -5.37913 -0.88521  0.98
C: -0.07729 -5.10633 -1.90478  -1.46
In: -0.41239 -3.07904 -2.76251  0.69
C: 0.08747 -1.71933 -1.08253  0.38
C: 1.41575 -1.42388 -0.76974  -0.75
C: 1.72825 -0.58460 0.28841  -0.38
N: 0.82633 0.00276 1.07204  -0.23
C: -0.45719 -0.28332 0.80213  -0.90
C: -0.84917 -1.11456 -0.23195  -0.05
N: -3.57856 -4.97359 0.73057  0.53
C: -4.33539 -6.01408 1.46135  -0.93
C: -5.82189 -5.82298 1.27202  -0.39
O: -6.19237 -5.93479 -0.09726  -0.43
C: -5.23395 -5.33854 -0.97733  -0.73
C: -4.40145 -4.29537 -0.27102  -0.58
H: -0.90296 -6.72627 0.81786  0.38
H: 0.37926 -5.56977 0.56221  0.44
H: -1.89428 -4.54410 -0.84436  -0.83
H: -1.79181 -6.22966 -1.22628  0.26
H: -0.07308 -5.85324 -2.69719  0.37
H: 0.90091 -5.09765 -1.42000  0.34
H: -2.15122 -2.96833 -3.12607  -0.44
H: 0.54859 -2.71380 -4.20223  -0.41
H: 2.22797 -1.86327 -1.33989  0.39
H: 2.76883 -0.37771 0.52516  0.39
H: -1.19804 0.16613 1.45180  0.34
H: -1.90980 -1.30084 -0.36674  0.37
H: -4.04894 -7.00166 1.08832  0.17
H: -4.09560 -5.98135 2.52389  0.59
H: -6.10997 -4.83494 1.64967  0.26
H: -6.36254 -6.56234 1.85764  0.35
H: -4.58108 -6.11266 -1.39240  0.23
H: -5.78260 -4.87584 -1.79699  0.41
H: -3.76472 -3.78466 -0.99467  0.28
H: -5.06594 -3.54790 0.17286  0.46
C: 0.62314 1.88713 -1.72980  -0.66
C: -0.08136 2.64834 -2.83631  0.17
O: -1.28051 2.58545 -3.04609  -0.71
N: 0.73697 3.44459 -3.58546  -0.06
C: 2.16734 3.57688 -3.38170  -0.23
H: -0.06140 1.25605 -1.16527  0.09
H: 1.38588 1.23592 -2.15801  0.49
H: 1.10066 2.59369 -1.04803  0.40
H: 0.28448 3.96707 -4.31709  0.21
H: 2.44304 4.60481 -3.14886  0.21
H: 2.72986 3.27154 -4.26720  0.04
H: 2.46155 2.95742 -2.55262  0.08
C: 4.49247 4.30465 1.35429  -1.42
C: 3.95461 3.49423 0.19605  1.00
O: 3.99753 3.91213 -0.95413  -0.62
N: 3.39179 2.29594 0.47799  -0.09
C: 3.20025 1.66194 1.76820  -1.13
H: 4.88546 5.23573 0.95642  0.27
H: 3.69910 4.53059 2.06805  0.38
H: 5.29334 3.77206 1.86854  0.38
H: 3.03530 1.81037 -0.33280  0.20
H: 3.71032 0.69775 1.80697  0.25
H: 2.13804 1.49499 1.95903  0.40
H: 3.60093 2.29356 2.55544  0.48
C: -6.13951 -5.69647 5.09556  -0.92
C: -7.03759 -6.90010 4.91310  0.81
O: -7.23034 -7.40218 3.81977  -0.64
N: -7.63541 -7.40874 6.02635  -0.21
C: -7.52428 -6.94405 7.39216  -0.84
H: -5.75067 -5.40920 4.12382  -0.11
H: -6.69167 -4.85388 5.51303  0.38
H: -5.30463 -5.92425 5.75924  0.36
H: -8.22131 -8.20665 5.83898  0.23
H: -7.11496 -7.72062 8.04132  0.28
H: -8.49726 -6.64700 7.78847  0.28
H: -6.86461 -6.08412 7.43647  0.31
C: 1.73701 8.75366 2.39055  -1.28
C: 2.72063 7.98447 3.24184  0.83
O: 2.35867 7.22090 4.11880  -0.65
N: 4.04665 8.17152 2.99191  -0.16
C: 4.66349 9.02536 1.99932  -0.82
H: 0.73779 8.48573 2.71747  0.30
H: 1.87537 9.82965 2.50361  0.36
H: 1.84650 8.49884 1.33596  0.34
H: 4.64463 7.62479 3.59081  0.21
H: 5.26851 8.44429 1.30076  0.27
H: 5.30940 9.77081 2.46764  0.29
H: 3.89893 9.54530 1.43189  0.30
C: 4.72015 4.79325 -7.64574  -1.37
C: 4.48649 5.30587 -6.24153  0.87
O: 3.38578 5.65059 -5.85467  -0.62
N: 5.56027 5.35265 -5.40565  -0.14
C: 6.92907 4.97555 -5.68052  -0.86
H: 3.76862 4.81428 -8.16683  0.31
H: 5.43655 5.41856 -8.18014  0.38
H: 5.09660 3.76999 -7.63228  0.35
H: 5.33198 5.67946 -4.47932  0.21
H: 7.25334 4.16676 -5.02315  0.28
H: 7.60737 5.81998 -5.54122  0.29
H: 7.02039 4.63431 -6.70652  0.31


# 2
Here is C28H56AgF12N2O12 as an isolated structure from the Open Molecules 2025 dataset. Energies are from ωB97M-V with the def2-TZVPD basis set.

E_LUMO	2.28	eV
net charge	-1
calculated total energy	-94095.81378	eV
frontier orbital gap	6.94	eV
energy relative to the best compared isomer or geometry (same formula, charge and spin)	6.346	eV

Last column: Mulliken charge in e.
Positions of all 111 atoms, in Å:
Ag: -0.60472 0.19145 -0.50377  1.96
C: 1.86423 2.60522 -2.04731  0.53
O: 2.52924 3.74204 -1.58022  -0.39
O: 1.31607 2.01305 -0.88025  -1.00
C: 1.02410 3.16507 -3.18186  0.49
F: 0.21180 4.33117 -3.00657  -0.31
F: 1.74732 3.61160 -4.24474  -0.35
F: 0.33697 2.22668 -3.72196  -0.25
C: 3.94726 3.71138 -1.41887  0.92
C: 4.45709 5.07381 -1.07044  -1.68
H: 5.44549 5.07698 -0.61090  0.41
H: 4.61208 5.61638 -2.00300  0.38
H: 3.86595 5.73563 -0.43746  0.39
H: 4.58117 3.41354 -2.25405  0.03
H: 4.13311 3.03591 -0.58382  -0.27
H: 2.55676 1.88049 -2.47539  -0.11
C: 1.00117 -2.90959 -1.53952  -0.03
O: 2.12814 -3.18074 -0.73140  -0.18
O: 0.95811 -1.51471 -1.70362  -0.86
C: 1.06935 -3.93451 -2.82674  0.67
F: -0.17914 -3.98555 -3.42724  -0.29
F: 1.98563 -3.51098 -3.66559  -0.27
F: 1.39118 -5.21332 -2.53568  -0.30
C: 1.93299 -4.05349 0.44715  0.29
C: 3.23398 -4.33677 0.99033  -1.37
H: 3.97955 -4.76261 0.31886  0.33
H: 3.82148 -3.48487 1.33271  0.16
H: 3.24922 -5.03677 1.82572  0.39
H: 1.43945 -5.01940 0.33971  0.48
H: 1.33698 -3.59857 1.23829  -0.01
H: 0.13731 -3.29592 -0.99859  -0.25
C: -0.76576 -0.83623 3.50932  -0.23
O: -1.64452 -1.97705 3.72542  -0.38
O: -0.83582 -0.44844 2.10482  -1.00
C: -0.95958 0.17861 4.69651  0.56
F: -2.01241 0.97898 4.45320  -0.22
F: -1.01306 -0.41635 5.88530  -0.28
F: 0.14472 0.94710 4.69909  -0.26
C: -1.43458 -3.29378 3.14306  0.35
C: -2.67908 -4.31973 3.48987  -1.26
H: -3.63816 -3.99326 3.08777  0.26
H: -2.50753 -5.35237 3.18604  0.37
H: -2.86947 -4.24692 4.56065  0.34
H: -0.48940 -3.72590 3.47170  0.44
H: -1.24755 -3.15061 2.07882  -0.33
H: 0.20349 -1.27385 3.74835  0.41
C: -3.18338 2.17482 -1.93207  -0.21
O: -2.92061 3.57018 -1.97292  -0.29
O: -2.50212 1.68865 -0.80424  -1.12
C: -4.59299 1.68239 -1.96144  0.77
F: -4.89202 0.41931 -1.55236  -0.18
F: -5.32894 2.60605 -1.29884  -0.31
F: -4.95399 1.73190 -3.24347  -0.33
C: -3.28973 4.30617 -3.12051  -0.17
C: -2.77094 5.72916 -3.07434  -1.27
H: -2.86442 6.33429 -3.97610  0.37
H: -3.25065 6.27965 -2.26506  0.34
H: -1.70393 5.72668 -2.85162  0.23
H: -4.33240 4.58821 -3.26680  0.25
H: -2.95599 3.78826 -4.01967  0.33
H: -2.69149 1.85323 -2.85008  0.26
C: -6.93267 -0.88838 4.08464  -0.90
O: -5.73637 -0.95555 3.21666  -0.27
C: -4.80130 0.09892 3.41683  -0.28
C: -4.48502 0.57505 1.99181  -0.67
N: -3.62385 -0.33493 1.14419  1.94
H: -3.11601 0.14915 0.41764  -0.28
H: -2.80728 -0.42516 1.73169  -0.60
C: -4.14164 -1.72604 0.79681  -0.29
C: -3.22093 -2.41244 -0.25262  -0.47
O: -2.85600 -1.43588 -1.16304  0.28
C: -2.75974 -1.94093 -2.49208  -0.99
H: -7.87975 -1.16404 3.62079  0.27
H: -7.05572 0.11225 4.49898  0.33
H: -6.67734 -1.49911 4.95061  0.34
H: -3.90808 -0.41586 3.77074  -0.16
H: -5.14402 0.75670 4.21556  0.57
H: -3.74109 1.36397 2.10266  0.44
H: -5.36920 0.92100 1.45641  0.43
H: -5.13126 -1.54573 0.37704  0.50
H: -4.10920 -2.13842 1.80527  0.07
H: -3.88459 -3.13044 -0.73441  0.57
H: -2.25734 -2.72080 0.15301  -0.41
H: -2.53510 -1.10124 -3.14976  0.14
H: -3.75251 -2.28674 -2.78003  0.39
H: -1.96377 -2.68482 -2.52640  0.27
C: 5.60974 1.92269 2.53865  -0.85
O: 4.92650 0.79521 1.99230  -0.33
C: 3.46058 0.71311 1.99537  -0.70
C: 2.97496 -0.44643 1.06183  0.01
N: 3.46199 -0.35170 -0.34197  1.37
H: 2.84423 -0.84338 -0.97182  0.20
H: 3.26350 0.55966 -0.72943  -0.74
C: 4.98450 -0.75618 -0.52509  -0.40
C: 5.25043 -0.89362 -2.08384  -0.62
O: 5.20439 0.49681 -2.62643  -0.22
C: 5.13701 0.55347 -4.06201  -0.94
H: 6.47290 2.07789 1.89137  0.30
H: 5.72689 1.81849 3.61732  0.26
H: 4.97078 2.78968 2.37086  0.35
H: 2.94564 1.59601 1.61667  0.27
H: 3.01405 0.62312 2.98563  0.50
H: 1.90377 -0.45355 0.86033  -0.01
H: 3.16392 -1.45981 1.41603  0.02
H: 5.07242 -1.74804 -0.08173  0.28
H: 5.56508 0.02290 -0.03106  0.27
H: 4.61475 -1.57185 -2.65306  0.35
H: 6.23281 -1.35826 -2.16847  0.43
H: 4.59986 -0.24363 -4.57601  0.33
H: 6.18160 0.37256 -4.31544  0.42
H: 4.78048 1.47249 -4.52720  0.27


Number 1: F_max 0.551 eV/A, HOMO -0.17835 Ha. Number 2: F_max 5.762 eV/A, HOMO -0.17092 Ha.